Computed, not measured: C26H28N6O5S in the gas phase, with the ωB97M-V functional and the def2-TZVPD basis.

Last column: Mulliken charge in e.
Geometry (Å):
H 1.47698 -1.19654 0.87870  0.16
N 0.67274 -0.60595 0.68814  -0.49
C 0.96986 0.59912 0.44952  0.83
C 0.02966 1.65819 0.14322  -0.63
C -1.33284 1.55401 0.02735  -0.02
C -2.28531 0.51939 0.13723  0.43
C -2.16377 -0.87283 0.43508  -0.89
C -3.40789 -1.41571 0.40850  0.72
C -3.85069 -2.81877 0.61767  -1.60
N -4.31131 -0.41327 0.09786  0.88
C -5.70192 -0.60461 -0.04190  -1.41
C -6.28801 -0.50161 -1.28785  0.44
C -7.66151 -0.68567 -1.45231  0.34
O -8.12914 -0.55870 -2.72419  -0.44
C -9.50690 -0.73057 -2.95227  -0.89
C -8.43281 -0.97922 -0.33696  -0.66
C -7.84730 -1.07954 0.91720  -0.96
C -6.48487 -0.89237 1.09032  0.62
O -5.82438 -0.94980 2.28055  -0.38
C -6.56590 -1.19651 3.44897  -1.01
C -3.65538 0.75603 -0.06780  0.60
C -4.35904 2.02229 -0.39753  -1.75
C 0.53118 3.04626 -0.08564  0.13
O -0.21679 3.97649 -0.30901  -0.65
N 1.89750 3.27492 -0.03784  -0.64
C 2.68441 2.31122 0.21856  0.77
S 4.43127 2.44345 0.32641  -0.11
C 4.46385 0.72378 0.71634  0.08
C 5.73926 0.00508 0.94870  -0.77
C 6.47155 -0.18491 -0.39017  0.89
O 5.99574 0.19705 -1.43777  -0.65
N 7.68272 -0.77807 -0.32084  0.01
C 8.31307 -1.38272 0.83068  -0.65
C 8.45470 -2.89309 0.58309  -0.56
O 9.18188 -3.14907 -0.59239  -0.37
C 8.55671 -2.56747 -1.71669  -0.55
C 8.41379 -1.05312 -1.54570  -0.71
N 3.32151 0.16227 0.74845  -1.63
N 2.32599 1.02030 0.47358  0.90
H -1.77618 2.51722 -0.21585  0.59
H -1.23888 -1.36869 0.63549  0.95
H -4.51323 -3.13957 -0.18665  0.29
H -2.98180 -3.46980 0.64369  0.42
H -4.38814 -2.91830 1.56039  0.21
H -5.68345 -0.27806 -2.15218  0.60
H -9.64835 -0.58220 -4.02142  0.25
H -10.10066 0.00768 -2.40363  0.35
H -9.83711 -1.73846 -2.68072  0.36
H -9.49678 -1.13178 -0.41887  0.44
H -8.48091 -1.30187 1.76075  0.40
H -7.31904 -0.42065 3.61927  0.37
H -7.05355 -2.17662 3.41810  0.37
H -5.84245 -1.17987 4.26239  0.27
H -5.42448 1.92981 -0.19745  0.31
H -4.22789 2.27412 -1.45074  0.31
H -3.95929 2.84478 0.19178  0.53
H 6.37020 0.58653 1.62369  0.45
H 5.51218 -0.96754 1.38840  0.42
H 7.74505 -1.20707 1.74063  0.44
H 9.31355 -0.94821 0.94464  0.26
H 9.00868 -3.36554 1.39576  0.35
H 7.45222 -3.34438 0.51335  0.34
H 9.19011 -2.80199 -2.57272  0.34
H 7.56171 -3.01325 -1.86521  0.33
H 7.86126 -0.61790 -2.37835  0.39
H 9.40524 -0.59364 -1.47592  0.31

Output
Total energy, hartree: -2110.45944
LUMO energy, eV: 0.0
Charge: 0
E_HOMO, eV: -7.43
Orbital gap, eV: 7.48

Computed, not measured: C26H28N7O7Tc as an isolated structure, with the ωB97M-V functional and the def2-TZVPD basis.

Last column: Löwdin spin population.
Geometry (Å):
Tc -0.40767 0.00144 -0.15975  0.82
O 3.45864 0.87655 3.65796  0.00
C 2.31463 0.73424 4.34446  0.00
C 2.39474 0.78343 5.73719  0.00
C 1.25857 0.65497 6.50584  0.00
C 0.00841 0.46936 5.91300  0.00
C -0.07777 0.40793 4.54130  0.00
C 1.06243 0.53580 3.73650  0.00
C 0.92251 0.43292 2.28668  0.01
O -0.23630 0.06038 1.80626  0.00
N 1.91845 0.72238 1.49829  0.00
N 1.57685 0.47867 0.17726  0.00
C 2.51415 0.64786 -0.68776  0.00
C 2.36249 0.53914 -2.11522  0.01
C 3.49488 0.72413 -2.92476  0.00
C 3.40486 0.67525 -4.29642  0.01
C 2.16264 0.44897 -4.89181  0.00
C 1.03119 0.26845 -4.12420  0.01
C 1.12206 0.30457 -2.73155  0.00
O 0.01070 0.11824 -2.01683  0.06
H 3.25390 0.84466 2.70178  0.00
H 3.36793 0.92848 6.18598  0.00
H 1.34134 0.70108 7.58404  0.00
H -0.87886 0.37302 6.52272  0.00
H -1.03422 0.25916 4.05818  0.00
H 3.49013 0.91664 -0.29460  0.00
H 4.44924 0.90669 -2.44589  0.00
H 4.28515 0.81485 -4.90744  0.00
H 2.08177 0.41542 -5.97035  0.00
H 0.06356 0.09872 -4.57688  0.00
C -2.87935 -1.75580 1.76985  0.00
C -3.27609 -1.02146 0.51662  0.00
O -4.38198 -1.01388 0.05829  -0.01
O -2.28422 -0.34442 -0.10445  0.02
H -3.75622 -1.87353 2.40085  0.00
H -2.07650 -1.25839 2.30780  0.00
H -2.53738 -2.75237 1.47868  0.00
N -0.75260 2.03513 -0.06312  0.00
C -0.65969 3.18316 0.02252  0.02
N -0.55427 4.47115 0.12386  0.01
C -0.08378 5.29082 -1.00846  0.00
C 1.29224 5.83959 -0.66734  0.00
O 1.26013 6.53283 0.56301  0.00
C 0.91696 5.67921 1.63777  0.00
C -0.48383 5.12210 1.44733  0.00
H -0.79661 6.10479 -1.14689  0.00
H -0.06324 4.67843 -1.90834  0.00
H 1.61417 6.54933 -1.42724  0.00
H 2.01983 5.01770 -0.61930  0.00
H 0.96661 6.27422 2.54763  0.00
H 1.63987 4.85592 1.71361  0.00
H -1.22110 5.92584 1.45791  0.00
H -0.73774 4.39471 2.21633  0.00
C 1.77296 -4.73066 1.53578  0.00
N 0.82384 -4.13841 0.59246  0.00
C 0.04889 -4.89150 -0.21331  0.00
C -0.80229 -4.33103 -1.09480  0.00
C -0.88348 -2.90893 -1.13168  0.00
N -0.13279 -2.14522 -0.31658  0.00
C 0.78864 -2.74440 0.54131  0.00
O 1.56434 -2.10851 1.21587  0.00
N -1.73790 -2.35217 -1.98558  0.01
H 1.70908 -5.81204 1.45313  0.00
H 1.52937 -4.41913 2.54878  0.00
H 2.78121 -4.39666 1.30444  0.00
H 0.15527 -5.96306 -0.11498  0.00
H -1.41452 -4.93440 -1.74554  0.00
H -2.34332 -2.94162 -2.52886  0.00
H -1.88819 -1.35822 -2.02158  0.00

Output
Total energy, hartree: -1998.23320
LUMO energy (spin up / spin down), eV: -4.3 / -4.2
Charge: +1
E_HOMO (spin up / spin down), eV: -10.56 / -10.60
2S+1: 2
Orbital gap (spin up / spin down), eV: 6.28 / 6.42

Computed, not measured: C26H28NO2SSiSn as an isolated structure, with the ωB97M-V functional and the def2-TZVPD basis.

Last column: Mulliken charge in e.
Geometry (Å):
Sn -0.42754 -1.14582 -1.23085  1.51
O -2.72776 1.16990 -3.58943  -0.55
C -2.41646 0.06555 -3.24103  0.40
O -1.18399 -0.11724 -2.71255  -0.48
C -3.29630 -1.12152 -3.42077  0.64
C -4.23635 -1.02113 -4.44545  -0.63
C -5.08043 -2.07225 -4.74940  -0.62
C -4.98982 -3.25289 -4.02743  -0.55
C -4.07542 -3.36583 -2.99449  -0.90
C -3.23583 -2.30112 -2.67187  0.81
S -2.27307 -2.59961 -1.20785  -0.57
H -4.28155 -0.09483 -5.00123  0.46
H -5.80251 -1.97203 -5.54764  0.41
H -5.63441 -4.08920 -4.26183  0.39
H -4.01715 -4.27916 -2.41743  0.44
C 0.72465 -1.92573 0.39121  -1.41
Si 1.29557 -0.45285 1.39990  -0.54
C 1.76189 0.79065 0.06297  -0.57
N 0.79326 0.90457 -1.05519  0.30
C -0.30961 1.85421 -0.66975  -0.73
C 0.18851 3.28401 -0.45081  -0.91
C 1.29067 3.64134 -1.45902  -0.57
C 1.17524 2.77303 -2.70934  -0.80
C 1.43422 1.30935 -2.35764  -0.74
C -0.04880 0.16685 2.50948  0.62
C -1.30712 -0.43701 2.58237  -0.10
C -2.27528 0.03310 3.45948  -0.75
C -1.99497 1.11657 4.27799  -0.51
C -0.75137 1.73289 4.21808  -0.81
C 0.21314 1.26079 3.34219  0.00
C 2.81246 -0.98354 2.32972  0.78
C 2.73590 -1.25473 3.69835  -0.27
C 3.82297 -1.78527 4.37928  -0.71
C 4.99946 -2.06048 3.69979  -0.45
C 5.09721 -1.79105 2.34093  -0.74
C 4.01135 -1.26067 1.66347  -0.46
H -0.02006 -2.61124 0.79759  0.68
H 1.53647 -2.49008 -0.07014  0.54
H 2.73589 0.50219 -0.33376  0.57
H 1.89209 1.76090 0.55244  0.18
H -0.78764 1.47237 0.23911  0.50
H -1.03729 1.84941 -1.46853  0.42
H 0.54160 3.43352 0.57112  0.23
H -0.67260 3.94006 -0.58273  0.51
H 2.27747 3.48495 -1.01448  0.24
H 1.22703 4.69644 -1.72004  0.46
H 1.90672 3.07763 -3.45788  0.45
H 0.18630 2.88081 -3.16102  0.31
H 2.50491 1.13741 -2.26002  0.45
H 1.05900 0.66864 -3.15611  0.33
H -1.54617 -1.28976 1.95414  0.29
H -3.24127 -0.45142 3.51049  0.44
H -2.74359 1.47815 4.97032  0.40
H -0.53235 2.57585 4.86000  0.42
H 1.18473 1.74458 3.31587  0.48
H 1.82062 -1.04666 4.24043  0.31
H 3.74969 -1.98469 5.44018  0.41
H 5.84130 -2.48963 4.22681  0.39
H 6.01828 -1.99592 1.81141  0.41
H 4.10812 -1.06234 0.60062  0.20

Output
Total energy, hartree: -2114.58246
LUMO energy, eV: -4.4
Charge: +1
E_HOMO, eV: -11.60
Orbital gap, eV: 7.16

Computed, not measured: C26H28NO5RbS3Sb as an isolated structure, with the ωB97M-V functional and the def2-TZVPD basis.

Last column: Mulliken charge in e.
Geometry (Å):
Rb -1.46386 0.55486 -0.03865  1.28
O -2.42204 5.36821 -0.26265  -0.49
C -2.51938 4.11731 0.23025  0.16
O -1.59235 3.58741 0.78108  -0.39
C -3.85567 3.49241 -0.00231  0.32
C -4.99566 4.24758 -0.19860  -0.50
C -6.19744 3.56576 -0.35848  -0.35
C -6.19757 2.18399 -0.34084  -0.46
C -4.98992 1.50247 -0.18408  0.26
N -3.84586 2.15910 -0.00484  0.14
C -4.96617 -0.05105 -0.24284  0.14
O -6.08959 -0.57449 -0.19080  -0.76
O -3.82690 -0.56617 -0.35011  -0.63
H -1.51099 5.64151 -0.10430  0.33
H -4.94355 5.32738 -0.21266  0.43
H -7.12059 4.11539 -0.49686  0.41
H -7.09616 1.59314 -0.45386  0.48
O 1.04584 0.23716 -0.44202  -0.57
C 1.73589 1.20551 0.20547  1.76
C 1.23836 1.39621 1.66260  -0.18
C 0.59002 0.46486 2.41841  -0.42
C 0.33363 0.89344 3.75567  -0.77
C 0.81009 2.14158 4.00507  -0.65
S 1.52847 2.81307 2.60379  -0.05
C 1.59620 2.53595 -0.53659  -0.18
C 2.17185 3.75869 -0.36185  -0.37
C 1.69075 4.73483 -1.28094  -0.87
C 0.76536 4.21741 -2.13656  -0.65
S 0.50308 2.54487 -1.86053  -0.07
C 3.24082 0.86391 0.28301  -0.16
C 4.08481 0.75660 1.34694  -0.42
C 5.40359 0.33950 0.98090  -0.66
C 5.51977 0.09688 -0.35065  -0.56
S 4.05173 0.42751 -1.17502  -0.11
H 0.29280 -0.49943 2.03144  0.34
H -0.18398 0.29432 4.49340  0.38
H 0.74177 2.70804 4.92189  0.42
H 2.92710 3.95505 0.38959  0.56
H 2.02901 5.76320 -1.30822  0.41
H 0.25911 4.72728 -2.94359  0.48
H 3.77645 0.97485 2.36161  0.50
H 6.21179 0.19266 1.68664  0.37
H 6.39132 -0.25133 -0.88522  0.44
C -0.28557 -6.01833 -0.06227  -0.88
C -0.50819 -4.76981 0.79409  -0.97
Sb -0.22630 -2.81356 -0.12220  0.19
C -0.58275 -3.38749 -2.18141  -0.91
C 0.55126 -4.11095 -2.91165  -0.89
C 1.93505 -2.78351 -0.14152  -0.41
C 2.70880 -4.10445 -0.08781  -1.12
H -0.50915 -6.93218 0.49833  0.38
H 0.74570 -6.09181 -0.40984  0.14
H -0.93200 -6.01151 -0.94360  0.23
H 0.15049 -4.77569 1.66772  0.39
H -1.53047 -4.75743 1.17984  0.46
H -0.83141 -2.45336 -2.68985  0.48
H -1.49751 -3.98520 -2.18029  0.43
H 1.47788 -3.53415 -2.87448  0.25
H 0.30615 -4.27065 -3.96672  0.39
H 0.75215 -5.08760 -2.47104  0.13
H 2.19602 -2.14366 0.70389  0.34
H 2.20399 -2.19156 -1.02048  0.23
H 2.42527 -4.70722 0.77944  0.25
H 3.78508 -3.91684 -0.01469  0.37
H 2.54353 -4.71051 -0.98017  0.21

Output
Total energy, hartree: -2897.49664
LUMO energy, eV: 2.1
Charge: -1
E_HOMO, eV: -5.29
Orbital gap, eV: 7.43